The following is a DFT calculation (the ωB97M-V functional and the def2-TZVPD basis) of a molecular structure, C24H72F2InNO16S2 at a distorted geometry.

```
! RIJCOSX wB97M-V def2-TZVPD def2/J DEFGRID3
* xyz 2 1
In 30.93662 3.99568 16.69991
N 28.14125 3.33471 16.32463
S 27.14190 3.88012 15.29579
O 25.91119 4.49426 15.75820
O 27.14217 3.18811 14.00760
F 28.07259 5.16453 14.96008
S 26.98614 2.07887 16.74825
O 26.71730 1.09983 15.74030
O 25.94147 2.47603 17.69117
F 28.06845 1.28050 17.61110
C 24.11419 3.23172 12.45510
C 23.07094 4.16722 13.06556
O 21.81182 3.49791 12.99614
H 24.32225 2.41672 13.14833
H 25.05251 3.74958 12.25640
H 23.77409 2.86572 11.48635
H 23.08396 5.09029 12.48602
H 23.34161 4.35372 14.10482
H 21.15364 4.10649 13.33968
C 27.21531 4.93549 10.74766
C 27.24197 6.08287 11.73047
O 25.91203 6.06722 12.29976
H 26.42557 5.08903 10.01225
H 27.11806 3.99417 11.28854
H 28.17215 4.84777 10.23300
H 27.36369 7.03358 11.21140
H 27.99991 5.99411 12.50877
H 25.73262 6.86704 12.79945
C 27.75515 3.80102 20.31699
C 29.25868 3.39154 20.13612
O 29.94379 4.46995 19.56695
H 27.68956 4.51458 21.13835
H 27.21402 2.87602 20.51608
H 27.33632 4.17650 19.38334
H 29.40860 2.48521 19.54944
H 29.71333 3.22388 21.11248
H 29.72410 5.22768 20.11394
C 30.21023 0.01613 13.23043
C 29.74096 0.97797 14.30975
O 30.91629 1.39548 15.00757
H 29.34499 -0.34824 12.67662
H 30.70454 -0.81502 13.73335
H 30.88940 0.48618 12.51917
H 29.09579 0.43465 15.00016
H 29.30547 1.82688 13.78268
H 31.29384 0.61138 15.41283
C 23.09677 1.92880 16.34869
C 21.61848 1.86897 16.03105
O 20.86231 1.49713 17.12994
H 23.50181 1.01683 16.78726
H 23.40555 2.81840 16.89767
H 23.61208 1.98812 15.39003
H 21.51154 1.16485 15.20589
H 21.35538 2.85684 15.65290
H 20.92875 2.25979 17.70921
C 23.60448 7.65623 14.67095
C 25.04800 8.19697 14.94746
O 25.67173 8.55577 13.72229
H 23.66988 6.65415 14.24710
H 23.07400 8.32831 13.99641
H 23.00841 7.58201 15.58050
H 25.62778 7.43730 15.47173
H 25.03047 9.03968 15.63858
H 26.23639 9.30889 13.91091
C 25.96097 -0.81100 20.10783
C 27.47162 -0.95167 20.23372
O 27.99454 0.04860 21.07693
H 25.66025 0.17501 19.75365
H 25.49344 -0.85148 21.09164
H 25.55354 -1.59315 19.46725
H 27.85642 -0.82404 19.22192
H 27.73850 -1.93789 20.61353
H 28.89673 0.21752 20.79565
C 27.97671 8.37380 17.44415
C 28.28122 6.94212 17.96287
O 29.64130 6.64611 17.68037
H 28.61800 9.13152 17.89440
H 27.05571 8.68662 17.93607
H 27.87486 8.42812 16.36028
H 27.59541 6.19212 17.56885
H 28.08803 6.98942 19.03457
H 30.09679 7.48954 17.73278
C 26.13395 -0.11661 12.50503
C 25.64509 0.37623 11.11781
O 24.42426 -0.33575 10.81740
H 25.29424 -0.03911 13.19566
H 27.00157 0.36585 12.95513
H 26.38338 -1.17743 12.48176
H 26.33810 0.13750 10.31107
H 25.40891 1.43269 10.99051
H 23.75999 -0.06201 11.45412
C 23.73194 6.10107 18.07268
C 24.07956 5.09523 19.20185
O 22.99930 4.88314 20.05061
H 23.52750 7.12769 18.37657
H 22.77415 5.77675 17.66579
H 24.31434 6.07787 17.15161
H 24.97766 5.45221 19.70591
H 24.36042 4.13429 18.77079
H 22.98956 5.59898 20.69020
C 30.76609 5.09040 11.45470
C 30.44550 3.98425 12.45536
O 30.78548 4.57380 13.67466
H 31.82463 5.32281 11.33818
H 30.31436 6.04745 11.71564
H 30.49436 4.66852 10.48708
H 31.01449 3.06839 12.29547
H 29.42847 3.59847 12.38513
H 30.62274 5.51181 13.55121
C 28.07061 -2.51087 16.56496
C 26.56661 -2.29198 16.38043
O 25.91368 -3.47649 16.80043
H 28.26470 -2.64788 17.62876
H 28.63029 -1.67519 16.14484
H 28.44054 -3.46020 16.17761
H 26.31497 -2.01392 15.35698
H 26.21803 -1.40787 16.91423
H 24.97541 -3.27577 16.83159
*
```

Properties
E_HOMO in Eh: -0.5290
LUMO energy in eV: -12.5863
Strongest force on any atom in eV Å⁻¹: 7.85
M in Da: 847.8
Kohn-Sham gap in eV: 1.81